# 1
Here is a cluster of 2 separate species, C4H12 in total at a distorted geometry from the Open Molecules 2025 dataset. Energies are from wB97M-V/def2-TZVPD.

Geometry as XYZ:
```
16
Properties=species:S:1:pos:R:3:forces:R:3:nbo_charge:R:1
C -1.573948 1.265396 -0.410737 -0.30 0.36 -0.51 -0.61
C -1.307229 2.757257 -0.382147 -0.21 0.32 0.91 -0.60
H -1.870172 0.840070 0.534848 0.28 -0.03 0.55 0.20
H -2.430725 1.063797 -1.057916 0.29 -0.18 -0.31 0.20
H -0.658424 0.808190 -0.779326 -0.26 -0.53 -0.05 0.20
H -1.112182 3.121291 -1.386971 0.23 0.16 0.05 0.20
H -0.492097 2.987523 0.309609 0.31 -0.02 -0.42 0.20
H -2.126075 3.338616 0.040130 -0.35 -0.08 -0.23 0.20
C 1.834264 -2.548729 0.777162 0.21 -0.02 -0.75 -0.61
C 1.060851 -1.491248 -0.014688 0.17 -0.03 0.49 -0.61
H 2.024930 -3.446200 0.183262 0.25 0.21 -0.16 0.20
H 2.779528 -2.156395 1.147779 0.04 -0.06 0.02 0.20
H 1.274996 -2.909633 1.606074 -0.55 -0.15 0.88 0.20
H 1.754372 -0.857095 -0.565366 -0.15 -0.13 -0.37 0.20
H 0.527875 -0.824425 0.660172 -0.06 0.04 0.10 0.20
H 0.314036 -1.948415 -0.661886 0.11 0.12 -0.19 0.21
```
Forces are in eV/Å.

- SMILES: CC.CC
- E_HOMO: -11.70 eV
- Energy: -4342.358 eV
- Charge: 0

---

# 2
Here is a cluster of 13 separate species, C39H63F9O43P4 in total at a distorted geometry from the Open Molecules 2025 dataset. Energies are from wB97M-V/def2-TZVPD.

Geometry as XYZ:
```
158
Properties=species:S:1:pos:R:3:forces:R:3:mulliken_charge:R:1
C -1.224403 2.006387 -8.059244 -0.57 0.47 0.33 -0.49
C -2.601413 2.046127 -7.266694 1.88 1.73 -4.19 0.22
O -2.202513 2.307877 -6.020974 -0.56 0.42 3.04 -0.13
C -0.916023 2.097567 -5.764294 1.97 -0.36 1.14 0.41
O -0.411923 2.181167 -4.636114 -1.23 -0.42 -3.82 -0.34
O -0.291323 1.767627 -6.969214 -0.29 0.95 1.09 -0.36
F -3.162413 0.890317 -7.449534 -1.56 -3.21 0.64 -0.31
H -1.083523 2.916577 -8.642174 0.54 0.69 0.89 0.24
H -1.063363 1.285327 -8.860654 -0.52 -0.80 0.72 0.32
H -3.332523 2.771977 -7.622674 0.34 0.48 0.29 0.36
C 1.166847 -4.993473 -4.539854 -2.12 0.92 0.27 -0.34
C 0.693937 -3.587443 -4.976124 2.91 0.72 -1.32 0.35
O 0.322567 -2.947903 -3.811514 -1.26 2.15 -1.85 0.19
C 0.395897 -3.697923 -2.764024 -2.64 -1.50 2.33 0.32
O -0.233203 -3.462353 -1.749384 2.26 -0.82 -1.32 -0.55
O 1.072627 -4.833733 -3.090614 0.46 -0.76 0.20 -0.37
F -0.225243 -3.473773 -6.007224 0.20 -0.64 1.42 -0.37
H 2.145277 -5.283753 -4.922624 -0.02 0.22 0.52 0.37
H 0.399577 -5.699453 -4.857614 0.16 -0.37 0.14 0.26
H 1.581687 -3.036373 -5.286484 -0.19 0.12 -0.64 0.07
C -3.501193 2.897717 2.263026 -0.31 1.94 -0.76 -0.27
C -2.262983 3.535937 1.723436 1.35 -1.82 -0.80 1.56
O -1.347733 3.519017 2.851726 2.64 2.49 -4.83 -0.34
C -1.884413 2.987027 3.854556 0.46 -2.43 4.73 0.34
O -1.371043 2.699097 4.919056 -0.11 0.96 -1.34 -0.51
O -3.091983 2.693957 3.566326 -4.73 -2.94 1.71 -0.38
F -2.510283 4.754657 1.356866 -0.24 3.56 -0.17 -0.38
H -3.970723 2.160707 1.611536 0.66 -1.09 0.89 0.20
H -4.243813 3.695517 2.274086 -0.16 0.14 0.12 0.38
H -1.794183 3.100447 0.841006 0.29 -0.69 0.63 -0.71
C -2.696813 -2.412543 1.626976 0.01 -1.24 -0.06 0.20
C -3.853153 -3.281663 2.049576 -2.71 2.09 -3.82 0.38
O -4.740983 -2.380373 2.682606 0.14 1.84 0.67 -0.40
C -4.018173 -1.224323 3.012226 -3.36 0.83 4.91 0.39
O -4.387533 -0.336353 3.831776 1.07 -3.22 -3.93 -0.59
O -2.824583 -1.402753 2.597086 3.82 1.89 -0.61 0.12
F -3.627203 -4.291833 2.822536 1.10 -1.97 1.81 -0.32
H -2.727623 -2.016293 0.612026 -0.61 0.04 0.17 -0.27
H -1.793523 -3.022493 1.638146 0.41 0.53 0.79 0.19
H -4.414683 -3.559473 1.157606 0.21 -0.76 0.01 0.29
C 2.567097 0.279357 -5.589404 0.24 -0.46 -0.04 0.05
C 3.630227 1.231847 -5.066704 2.07 0.77 -1.49 0.06
O 4.715987 0.350207 -4.873864 -0.81 -1.02 1.42 -0.36
C 4.195407 -0.848273 -4.500304 0.83 -1.80 -0.58 0.56
O 4.845717 -1.769583 -4.082004 -1.07 1.09 -0.13 -0.57
O 2.869137 -0.946233 -4.877034 0.79 0.74 1.15 -0.04
F 3.387147 1.947777 -3.956974 -0.91 -0.40 0.77 -0.06
H 2.834347 -0.034573 -6.598424 -0.36 0.90 -0.40 0.33
H 1.523437 0.576507 -5.486564 0.25 -0.08 0.19 -0.21
H 4.155277 1.933687 -5.714654 -1.13 0.22 -0.82 0.26
C 4.125437 -4.413073 -2.011944 -0.25 2.46 -1.15 0.51
C 3.767307 -5.737953 -2.445344 -0.17 -3.25 -0.96 0.42
O 4.609937 -6.625873 -1.738954 -2.70 -1.56 -1.98 -0.32
C 5.200617 -5.967063 -0.854384 5.57 1.65 4.12 0.48
O 6.048307 -6.421823 -0.118164 -1.45 0.65 -0.30 -0.58
O 4.988887 -4.601983 -0.944174 -0.48 -0.69 1.38 -0.37
F 4.162647 -5.927193 -3.718144 -0.53 -0.05 -1.70 -0.36
H 3.187537 -3.864783 -1.923464 0.21 0.46 1.25 -0.28
H 4.671437 -3.885303 -2.793894 -0.01 -0.08 -0.20 0.17
H 2.754777 -6.111403 -2.292274 0.00 0.37 -0.29 0.41
C -2.020243 4.634207 -2.721864 1.85 -1.52 -1.81 -0.20
C -2.735173 3.519067 -1.870464 -0.15 2.31 -2.14 1.92
O -3.662243 2.952667 -2.788974 0.40 0.14 -1.25 -0.32
C -3.742663 3.722007 -3.940634 -0.93 1.63 -2.07 0.69
O -4.575643 3.715847 -4.843884 2.10 -1.04 3.00 -0.59
O -2.722043 4.652447 -3.976784 -1.47 -1.10 0.95 -0.37
F -3.480793 4.230507 -1.025134 -0.99 0.10 1.92 -0.37
H -1.026143 4.315057 -3.034904 0.28 -0.42 0.38 -0.03
H -1.834853 5.667007 -2.426794 -0.98 -0.23 0.95 0.40
H -2.128733 2.769407 -1.362194 -0.24 -0.05 -0.13 -0.96
C 3.686287 -2.430583 2.545996 0.08 0.03 0.55 -0.04
C 4.476337 -3.255723 3.600216 -0.80 0.12 0.93 0.26
O 3.727607 -2.997063 4.792096 1.30 -1.27 0.33 -0.38
C 2.554317 -2.496053 4.532566 -1.84 2.98 0.21 0.49
O 1.644477 -2.358163 5.296856 0.55 -0.68 -0.57 -0.50
O 2.556677 -1.852353 3.300026 1.31 -2.03 -0.79 0.15
F 5.743727 -2.862323 3.803596 0.21 0.58 -0.17 -0.29
H 3.394697 -3.092463 1.730526 -0.51 0.11 0.13 0.04
H 4.284707 -1.627963 2.114976 0.05 0.01 0.28 0.10
H 4.510137 -4.344903 3.575076 -0.13 0.03 -0.91 0.33
C 1.324267 5.220787 3.592296 -2.51 0.77 -0.22 -0.25
C 1.644577 3.952337 2.853806 -1.00 0.01 3.74 1.27
O 2.422607 3.277927 3.859196 0.18 -1.95 -2.47 -0.38
C 2.095457 3.697077 5.016496 -1.49 1.21 4.01 0.58
O 2.350447 3.193547 6.067406 0.21 0.16 -0.37 -0.57
O 1.321887 4.847687 4.916166 0.85 -1.24 1.68 -0.37
F 2.476997 4.198607 1.958376 3.34 0.76 -5.38 -0.40
H 0.283587 5.451027 3.364126 0.08 0.69 -0.25 0.19
H 1.977627 6.086897 3.487026 0.24 -0.27 -0.76 0.32
H 0.791077 3.357037 2.529356 0.26 -0.14 0.08 -0.36
C 1.363497 -1.825393 0.206546 3.64 -1.86 0.58 0.03
O 0.199287 -1.185373 0.142026 -4.15 3.26 0.64 0.55
P -0.030313 0.355857 0.658916 0.52 0.41 0.37 0.49
O -1.440603 0.877437 0.565876 2.00 -1.46 0.49 -0.87
O 0.899687 1.169097 -0.423214 0.11 -0.83 2.30 0.36
C 0.418227 1.247797 -1.731114 -0.62 0.57 -1.83 0.75
O 0.787537 0.499417 2.133546 -0.90 0.15 -3.85 -0.13
C 0.151107 0.195817 3.382096 -1.11 -0.83 0.49 -0.61
H 1.360847 -2.632563 0.939066 -0.37 -0.05 0.23 0.36
H 2.195087 -1.187963 0.506936 0.12 0.23 -0.14 -0.19
H 1.624427 -2.320873 -0.728604 -0.16 0.36 -0.22 -0.57
H 1.179357 1.602957 -2.425834 0.44 0.00 0.49 -0.03
H -0.396553 1.962257 -1.848444 -0.03 0.11 0.38 -0.44
H 0.037447 0.336547 -2.192334 0.15 -0.53 0.56 -0.43
H -0.928243 0.104777 3.260346 -0.15 0.57 -0.03 0.11
H 0.402477 0.944617 4.133236 0.06 0.05 -0.31 0.04
H 0.418137 -0.797723 3.742196 0.57 0.16 -0.14 0.24
C 2.910127 4.449837 -1.966094 0.86 -0.53 -2.39 -0.54
O 3.271637 3.734347 -0.803474 0.15 -0.47 1.15 0.13
P 4.758467 3.089627 -0.587954 1.64 0.25 0.08 1.10
O 5.201947 1.945507 -1.448724 -1.26 2.09 0.97 -0.69
O 5.707487 4.409137 -0.727794 0.15 -0.93 1.10 -0.40
C 5.721297 5.569017 0.179726 -0.98 0.51 -1.44 -0.58
O 4.889727 2.748227 0.994526 -0.53 0.87 -1.79 -0.36
C 4.343047 1.531087 1.453796 -0.74 -1.08 1.03 -0.50
H 3.755737 4.361027 -2.648124 0.03 0.38 -0.27 0.37
H 2.608247 5.497107 -1.979834 0.47 0.24 1.52 0.30
H 2.096047 4.019827 -2.549594 -0.22 -0.86 0.57 -0.10
H 6.568227 5.837797 0.811036 0.43 -1.58 0.12 0.29
H 4.801107 5.603497 0.762956 0.07 0.02 -0.05 0.17
H 5.774197 6.388737 -0.536774 -0.60 0.22 0.05 0.29
H 3.596627 1.717647 2.225906 -0.08 0.30 -0.13 0.17
H 5.089577 0.912067 1.951376 0.43 0.22 -0.26 0.36
H 3.866197 0.916367 0.690356 0.12 0.23 -0.33 0.15
C -3.000603 -5.031913 -4.456184 -0.06 1.67 -0.22 -0.64
O -3.234713 -4.642853 -3.107504 -0.17 1.39 0.95 -0.27
P -3.653673 -3.158913 -2.595594 -0.91 -0.63 0.74 0.09
O -3.789773 -3.177843 -1.117714 -0.03 0.01 -1.41 -0.33
O -2.609623 -2.106223 -3.157164 0.10 -1.71 -0.72 0.40
C -2.839083 -0.736133 -2.946424 -0.83 0.80 1.02 -0.36
O -5.006613 -2.731953 -3.416424 0.60 -1.54 1.40 -0.25
C -6.160183 -3.676443 -3.348304 0.58 0.55 -0.59 -0.81
H -2.107663 -5.656843 -4.470744 -0.49 -0.39 -0.10 0.12
H -2.775013 -4.121023 -5.010694 0.22 -0.06 -0.35 0.30
H -3.926953 -5.411103 -4.887684 0.33 -0.65 0.06 0.33
H -3.219033 -0.613933 -1.932114 0.10 0.21 0.22 0.29
H -3.639693 -0.377463 -3.593324 0.36 0.17 -0.35 0.46
H -1.906083 -0.175663 -3.005374 -0.12 -0.21 -0.42 -0.21
H -6.955913 -3.395033 -2.658574 0.16 0.93 -0.28 0.27
H -5.953533 -4.686893 -2.995614 0.87 -0.01 -0.36 0.32
H -6.421533 -3.646033 -4.406074 -0.76 -0.46 0.37 0.30
C -3.709863 -2.286223 7.882186 -0.90 -2.78 0.19 -0.75
O -3.726443 -0.961063 8.264006 0.90 1.66 0.16 -0.22
P -2.511953 -0.336043 9.063226 2.11 2.27 0.94 1.00
O -2.135183 -0.905463 10.382526 -0.92 0.22 -1.71 -0.73
O -2.918923 1.284737 9.094286 0.60 -1.41 0.52 -0.36
C -4.249193 1.679317 9.411806 -1.56 -1.22 -1.24 -0.65
O -1.218933 -0.296833 8.074736 -2.70 -2.16 2.99 -0.30
C -1.064533 0.632537 7.087036 2.03 1.88 -0.80 -0.38
H -4.681753 -2.638603 8.227666 -0.13 -0.44 -0.64 0.33
H -3.014213 -2.972893 8.364526 0.49 0.64 0.67 0.37
H -3.527113 -2.516553 6.832586 -0.39 0.86 -0.27 0.17
H -4.818973 0.751667 9.357826 -0.58 0.23 0.31 0.26
H -4.665093 2.289137 8.609786 0.41 0.12 -0.27 0.27
H -4.557533 2.199607 10.318626 1.34 -0.14 0.53 0.26
H -1.495073 1.597327 7.355186 -0.55 -0.27 -0.59 0.43
H -1.257813 0.251277 6.084346 -0.45 0.17 0.11 0.05
H 0.003617 0.818207 7.199636 0.30 0.33 -0.90 0.24
```
Forces are in eV/Å.

- E_HOMO: -9.64 eV
- Energy: -191122.365 eV
- Charge: 0

---

> Which of these has the highest E_HOMO?

C39H63F9O43P4